Entry from the OMol25 dataset: 7 unconnected molecules or ions with the total composition C37H66F5NO12S at a distorted geometry (ωB97M-V/def2-TZVPD).

Values from the calculation:
E_LUMO = 0.577 eV
calculated total energy = -3304.3131 hartree
HOMO = -8.9 eV
HOMO-LUMO gap = 9.468 eV

Atoms and positions in Å:
S -1.01566 3.47738 -0.85066
F -2.75735 -4.84623 -2.38019
F -1.18993 -3.55892 -1.60035
F -2.31626 -2.94223 -3.35173
F -4.10556 -3.82553 -0.54298
F -4.40995 -2.34793 -2.11432
O 0.29507 2.73790 -1.31702
O -2.89520 -4.96321 4.00544
O 4.33018 3.55578 -2.49021
O 4.97303 1.42250 2.28983
O -1.43080 4.48079 -1.75987
O -1.72465 1.97313 -3.19752
O -2.38526 1.42258 3.71210
O 1.64476 -0.70599 -4.35844
O 1.69700 -2.57061 3.33979
O -1.99093 2.19268 -0.94502
O -0.91367 3.85736 0.51220
O -2.53852 0.42634 -5.72524
N 2.06913 -0.61450 0.66382
C 0.36060 0.49894 -0.48643
C -2.12777 3.21321 5.23417
C -2.98164 -5.90650 5.07676
C -2.27477 1.70225 5.10762
C 1.28063 -0.32653 -3.16473
C 5.46014 5.54044 -3.10358
C -4.13674 -6.83869 4.73879
C -3.09688 -0.35302 -0.86075
C 0.86977 -2.99634 2.24946
C -1.96856 -0.47854 -6.67721
C 0.47632 -4.43660 2.54872
C 4.62955 0.41775 3.25748
C 0.44813 -4.44142 4.07122
C -2.41230 -3.56726 -2.16713
C -3.47918 -2.86162 -1.26344
C 2.86530 -0.52347 -3.35710
C 0.03784 1.33578 -1.72141
C 4.88630 2.71586 2.89255
C 1.61242 -3.51875 4.40719
C -2.92938 3.70517 4.03184
C -2.04927 1.65819 -7.68402
C 3.96510 5.73100 -3.34403
C -2.60293 2.64464 2.99082
C 5.47093 4.34941 -2.15511
C 1.80415 0.40510 -0.05224
C 2.82669 1.44659 -0.38435
C -1.45292 1.32765 -1.97168
C 3.47132 4.29160 -3.36555
C -2.93486 -1.78793 -0.34278
C -3.70830 -5.40104 2.91323
C -4.09497 -6.84212 3.21342
C -2.11594 -0.05536 -2.01650
C 4.61370 1.11316 4.60996
C 0.83875 1.11381 -2.99473
C -2.12628 0.17673 -8.04179
C -2.77701 1.69180 -6.34807
C 4.17851 2.52478 4.22680
H -3.18547 1.35048 5.60608
H -3.14783 -5.29720 1.98275
H 5.90236 3.10081 3.03291
H 3.09561 2.55613 4.08700
H -2.48836 3.59349 6.18893
H -2.65814 -0.12294 -2.94984
H 6.37076 3.74068 -2.24700
H -1.35106 -0.81968 -2.07838
H 5.95928 5.28095 -4.03990
H 3.73117 6.27118 -4.25984
H -2.66479 4.70951 3.70573
H 5.95400 6.41667 -2.68670
H 1.47418 -2.98728 5.35009
H -3.85759 1.81033 -6.48809
H -2.67453 2.10076 -3.21552
H 2.43874 4.19302 -3.02479
H 3.04023 1.51122 -1.44462
H 1.24788 -5.12073 2.18510
H -1.07940 3.50026 5.12621
H -0.23474 0.89981 0.33006
H -3.31575 -7.52243 2.86246
H 1.73830 1.70375 -3.02607
H 5.37469 4.67117 -1.11212
H 3.64107 0.01650 3.01115
H 2.55811 -4.07167 4.45601
H -1.69300 2.89133 2.44774
H 1.41439 -2.88664 1.31949
H -2.47678 -1.44078 -6.60647
H -1.36788 -0.14410 -8.75378
H 3.54960 3.85933 -4.36958
H 4.35110 3.38940 2.22115
H 3.95148 0.62694 5.32405
H 2.59090 2.42590 0.01820
H -5.07995 -6.41118 5.08593
H 0.79358 -1.08156 -2.56498
H 0.55475 -5.43291 4.51145
H -2.03364 -6.45316 5.13367
H -3.12843 -5.37092 6.01509
H -0.49072 -4.01162 4.42317
H -1.00700 1.95684 -7.55226
H 3.76267 1.16418 0.08669
H 3.51749 6.27030 -2.50633
H -1.42408 1.15618 5.51731
H 5.35558 -0.39408 3.20419
H 3.04649 -0.62088 0.94426
H -4.10665 -0.16387 -1.20062
H -5.03498 -7.13269 2.74749
H 0.00064 -0.51204 -0.63717
H -0.91225 -0.62458 -6.42592
H -3.40825 2.49664 2.26882
H 2.80044 -1.35826 -2.58649
H -3.99693 3.69231 4.26549
H -2.92680 0.29791 -0.01151
H -0.47273 -4.71981 2.09421
H -4.59204 -4.75590 2.85994
H -2.50001 2.31473 -8.42625
H -1.88296 -1.93696 -0.12975
H -3.10778 -0.05611 -8.46093
H 4.44908 3.28327 4.95972
H -3.44650 -1.86852 0.61047
H 3.51194 -1.13206 -3.99006
H 5.61954 1.13498 5.03618
H -2.42104 2.48796 -5.69279
H -0.01049 -2.34439 2.21191
H -4.02684 -7.82597 5.18426
H 0.24746 1.30605 -3.88460

Atomic partial charges in e from the Mulliken method, atoms 1 to 5:
1. S 1.43
2. F -0.30
3. F -0.21
4. F -0.25
5. F -0.32